The following is a DFT calculation (the ωB97M-V functional and the def2-TZVPD basis) of a molecular structure, C5H8N2.

Last column: natural (NBO) charge in e.
Positions of all 15 atoms, in Å:
C  0.6503  0.5675  2.1715  -0.41
N  0.0014  0.3020  0.8980  -0.08
C  -0.2292  1.1864  -0.0861  -0.13
C  -0.9904  0.5762  -1.1282  -0.23
C  0.1313  -0.7865  -1.9446  -0.54
C  -1.0144  -0.7702  -0.5880  -0.11
N  -0.4524  -0.9107  0.6700  -0.31
H  1.5068  -0.0991  2.2841  0.23
H  -0.0660  0.3770  2.9726  0.23
H  0.9738  1.6091  2.1941  0.21
H  0.0880  2.2158  0.0427  0.21
H  0.7197  -1.6226  -1.5553  0.22
H  0.8099  0.0168  -2.2177  0.25
H  -0.4532  -1.0901  -2.8092  0.24
H  -1.6757  -1.5716  -0.9040  0.23

Properties
- Frontier orbital gap: 8.57 eV
- Highest occupied orbital energy: -8.05 eV
- Relative energy (zero: lowest compared OMol25 entry of this formula, charge and spin): 4.852 eV


The following is a DFT calculation (the ωB97M-V functional and the def2-TZVPD basis) of a molecular structure, C48H144HfN8O36S2.

Last column: Löwdin charge in e.
Positions of all 239 atoms, in Å:
Hf  -2.2593  2.0194  3.7159  1.81
S  -3.5317  3.7165  5.4133  0.33
O  -2.2767  4.0429  4.5894  -0.41
O  -3.1350  3.5983  6.7624  -0.28
O  -4.5599  4.6608  5.1272  -0.25
O  -3.9204  2.2924  4.9153  -0.41
S  -2.3622  0.1784  0.7017  0.37
O  -2.9086  1.0687  1.8735  -0.45
O  -2.9610  -1.1675  0.7792  -0.34
O  -2.7200  0.8705  -0.5243  -0.31
O  -0.9176  0.0586  0.8277  -0.34
O  -3.2750  -5.0941  -1.9022  -0.07
H  -2.2973  -4.8948  -1.9157  0.04
H  -3.5562  -5.2956  -2.7988  0.04
O  0.6014  -1.5172  4.4572  -0.03
H  0.7958  -1.8093  3.5475  0.03
H  -0.0329  -2.1436  4.7727  0.05
O  -5.3153  -1.3744  -3.4546  -0.07
H  -4.7828  -1.8860  -2.7971  0.00
H  -5.4130  -0.5623  -2.9945  -0.03
O  -1.8683  -2.1098  3.1908  -0.06
H  -2.1323  -2.0475  2.2262  0.06
H  -1.8407  -3.0669  3.3852  0.05
O  -4.2072  -2.4703  -1.0749  -0.02
H  -3.8290  -2.1513  -0.2937  -0.04
H  -3.7096  -3.1919  -1.3691  -0.02
O  -0.3391  0.8362  3.5468  -0.13
H  -0.0689  -0.0122  3.9334  0.03
H  -0.0581  0.8124  2.5945  0.07
O  -2.6602  -0.0809  4.6095  -0.14
H  -2.3424  -0.9687  4.0953  0.07
H  -3.5951  -0.2566  4.6818  0.07
O  -0.3708  0.5681  -2.5800  -0.07
H  -0.7651  0.0137  -3.3053  0.03
H  -1.0738  0.4986  -1.8836  0.03
O  -5.9292  0.5738  -1.2029  -0.08
H  -6.4980  -0.1432  -0.7907  0.01
H  -5.0783  0.4878  -0.8019  -0.02
O  -6.8569  -1.6042  -0.1483  -0.03
H  -7.4740  -2.3497  -0.1478  0.07
H  -6.0508  -2.0668  -0.3029  0.00
O  1.6701  -1.7704  1.6398  -0.05
H  0.7884  -1.4275  1.4348  0.02
H  1.6477  -2.6144  1.1538  0.02
O  -1.2236  1.8617  5.8010  -0.13
H  -1.7151  2.3942  6.5091  0.09
H  -0.3095  2.2088  5.6388  0.05
C  2.0148  1.4277  5.3619  -0.07
O  1.2764  2.5431  4.9810  -0.23
C  1.5216  2.9640  3.6626  -0.20
C  0.4346  3.9382  3.2117  -0.12
N  -0.6996  3.3035  2.4364  -0.12
C  -1.4384  4.4248  1.6866  -0.13
C  -2.7678  3.9071  1.2637  -0.19
O  -3.5732  3.4691  2.3574  -0.33
C  -4.9171  3.2210  2.0304  -0.04
H  1.5933  1.2162  6.3712  0.12
H  3.0765  1.6445  5.3770  0.10
H  1.7817  0.6862  4.5953  0.07
H  1.6086  2.1116  2.9593  0.10
H  2.5055  3.4300  3.5078  0.14
H  0.9342  4.5583  2.4958  0.09
H  0.0091  4.5277  4.0939  0.15
H  -0.2871  2.6966  1.6745  0.09
H  -0.8644  4.5690  0.7687  0.11
H  -1.4177  5.2585  2.3366  0.11
H  -2.6772  3.1121  0.5483  0.10
H  -3.2292  4.7960  0.7522  0.13
H  -4.9440  2.4827  1.2133  0.10
H  -5.2702  4.1649  1.5730  0.12
H  -5.3697  3.0122  2.9850  0.09
C  -1.5638  -5.7618  2.4058  -0.10
O  -2.0964  -4.8672  3.3123  -0.22
C  -3.4905  -5.1110  3.6217  -0.17
C  -4.4518  -4.5196  2.6176  -0.24
N  -5.8098  -4.8716  2.9379  -0.07
C  -6.7807  -4.5607  1.8964  -0.21
C  -8.1633  -5.0500  2.3360  -0.17
O  -8.1286  -6.5061  2.4169  -0.21
C  -8.6447  -7.2578  1.3784  -0.15
H  -2.0646  -5.5883  1.4504  0.09
H  -1.5804  -6.7721  2.7912  0.10
H  -0.5557  -5.5260  2.1213  0.08
H  -3.8401  -4.6634  4.5744  0.14
H  -3.6624  -6.1925  3.6242  0.12
H  -4.1821  -4.7565  1.6056  0.11
H  -4.3456  -3.4533  2.7363  0.11
H  -5.9473  -5.8564  3.1376  0.11
H  -6.5333  -5.0369  0.8905  0.14
H  -6.7520  -3.4084  1.7911  0.13
H  -8.8978  -4.7862  1.5849  0.11
H  -8.4811  -4.6645  3.3066  0.13
H  -8.6329  -8.3431  1.5667  0.09
H  -8.0522  -7.1383  0.4612  0.08
H  -9.6914  -6.9977  1.1736  0.09
C  2.7014  -4.8554  0.2547  -0.09
O  1.4437  -4.2314  0.2092  -0.22
C  1.2596  -3.7807  -1.1537  -0.19
C  -0.1493  -3.3006  -1.3196  -0.17
N  -0.6606  -3.5995  -2.6717  -0.04
C  -1.4072  -2.5175  -3.3816  -0.19
C  -2.3522  -3.0131  -4.3319  -0.23
O  -1.6450  -3.8335  -5.3296  -0.19
C  -2.5928  -4.3154  -6.2719  -0.10
H  2.6040  -5.8014  -0.2175  0.09
H  2.9353  -4.9812  1.2966  0.08
H  3.4647  -4.1767  -0.1802  0.10
H  1.5644  -4.6046  -1.8284  0.12
H  1.9293  -2.9152  -1.3552  0.13
H  -0.2307  -2.2244  -1.2360  0.11
H  -0.8530  -3.7377  -0.6708  0.09
H  0.0782  -3.9875  -3.2334  0.09
H  -0.6861  -1.8396  -3.8634  0.11
H  -1.9139  -2.0514  -2.5426  0.12
H  -2.7926  -2.1409  -4.8343  0.12
H  -3.1841  -3.4644  -3.8610  0.09
H  -3.5243  -4.5972  -5.6976  0.11
H  -2.1373  -5.1303  -6.7895  0.08
H  -2.8097  -3.4977  -6.9740  0.08
C  5.9354  0.9265  2.2602  -0.12
O  5.4498  -0.1833  2.9461  -0.20
C  5.0161  -1.2639  2.1020  -0.20
C  4.7048  -2.4276  3.0308  -0.17
N  5.9180  -3.0049  3.7391  -0.03
C  5.4988  -3.9181  4.7633  -0.20
C  5.0610  -3.1495  6.0565  -0.16
O  6.1822  -2.4455  6.6573  -0.18
C  5.7908  -1.6112  7.6717  -0.16
H  6.2602  0.5539  1.2663  0.08
H  6.8815  1.3201  2.7330  0.10
H  5.2556  1.7773  2.2353  0.08
H  5.8467  -1.4593  1.3864  0.10
H  4.0686  -0.9581  1.5924  0.11
H  4.2906  -3.2353  2.4354  0.10
H  3.9264  -2.0911  3.7288  0.11
H  6.3075  -2.2793  4.2417  0.06
H  6.3038  -4.6698  4.9364  0.13
H  4.7205  -4.5529  4.4837  0.09
H  4.7504  -3.8008  6.8228  0.10
H  4.1974  -2.5004  5.8817  0.11
H  6.6634  -1.2113  8.0799  0.07
H  5.3120  -2.1045  8.5483  0.10
H  5.1414  -0.7874  7.3530  0.09
C  7.3069  -4.1619  0.4601  -0.11
O  6.6624  -4.0242  -0.8140  -0.20
C  6.5022  -2.6162  -1.1032  -0.21
C  6.1640  -2.3006  -2.5881  -0.22
N  4.8673  -2.7897  -2.7853  -0.04
C  4.3838  -2.4637  -4.1052  -0.20
C  2.9780  -2.9535  -4.2674  -0.21
O  2.7174  -4.2758  -3.8283  -0.23
C  3.0783  -5.2364  -4.7446  -0.12
H  6.6615  -3.8578  1.3215  0.07
H  8.2812  -3.5917  0.4921  0.10
H  7.4655  -5.2545  0.5274  0.09
H  7.3649  -2.0052  -0.7921  0.12
H  5.6321  -2.2367  -0.5972  0.09
H  6.9019  -2.6655  -3.2304  0.10
H  6.2455  -1.2317  -2.6239  0.11
H  4.8010  -3.7260  -2.5071  0.09
H  5.0465  -2.8373  -4.9433  0.13
H  4.3165  -1.3669  -4.1685  0.11
H  2.6020  -2.9776  -5.3031  0.13
H  2.2351  -2.3474  -3.7081  0.12
H  2.5013  -5.2027  -5.6251  0.07
H  2.9621  -6.1644  -4.2725  0.08
H  4.1582  -5.1272  -5.0646  0.11
C  -3.1543  3.7143  -2.4759  -0.08
O  -2.4667  4.7978  -1.8497  -0.25
C  -2.4521  6.1150  -2.5285  -0.16
C  -1.6383  6.9742  -1.5802  -0.22
N  -2.3849  7.2460  -0.3548  -0.04
C  -1.4170  7.7629  0.6356  -0.17
C  -1.1282  9.2788  0.3499  -0.24
O  -0.2533  9.7588  1.3266  -0.17
C  -0.4333  11.1586  1.3510  -0.12
H  -2.9106  2.8730  -1.8748  0.05
H  -2.8140  3.6558  -3.5041  0.06
H  -4.2987  3.7897  -2.5497  0.12
H  -3.5592  6.4910  -2.6188  0.15
H  -2.1266  6.1147  -3.5886  0.12
H  -1.4385  7.8912  -2.0852  0.10
H  -0.7123  6.4487  -1.3469  0.10
H  -2.7418  6.3701  0.0339  0.07
H  -0.5123  7.0630  0.6439  0.11
H  -1.9164  7.7765  1.5654  0.10
H  -2.0928  9.7416  0.3804  0.11
H  -0.7949  9.4279  -0.6556  0.10
H  0.1709  11.5532  2.1900  0.10
H  -1.4828  11.3858  1.4187  0.08
H  0.0038  11.6240  0.4400  0.10
C  4.8344  1.4765  -1.8451  -0.04
O  3.5865  2.0494  -1.3649  -0.21
C  2.6428  1.1214  -1.0350  -0.24
C  1.8731  1.6795  0.2018  -0.16
N  0.6766  2.4799  -0.0305  -0.05
C  0.7940  3.3952  -1.1309  -0.17
C  1.7377  4.5999  -0.9178  -0.19
O  1.7005  5.1189  0.3987  -0.24
C  2.3244  6.3840  0.5662  -0.09
H  5.2153  0.8569  -1.0131  0.08
H  5.4602  2.3310  -1.9581  0.08
H  4.6909  0.9830  -2.7979  0.07
H  3.0425  0.1535  -0.6494  0.12
H  1.9659  0.9196  -1.9030  0.09
H  2.5463  2.2684  0.8007  0.10
H  1.5988  0.8141  0.9021  0.11
H  -0.1010  1.8230  -0.1867  0.08
H  -0.1945  3.8288  -1.4340  0.12
H  0.9617  2.9124  -2.0603  0.08
H  1.4788  5.3709  -1.6525  0.12
H  2.7863  4.3900  -1.0274  0.10
H  2.2314  6.6750  1.5833  0.07
H  1.8003  7.1633  0.0335  0.07
H  3.4122  6.2922  0.2615  0.11
C  -1.3106  -0.7215  -6.5858  -0.05
O  -1.5092  -0.0388  -5.3310  -0.21
C  -1.9227  1.2640  -5.4835  -0.25
C  -0.9639  2.3863  -5.9252  -0.22
N  0.1864  2.6176  -5.0859  -0.02
C  1.4561  2.0910  -5.6173  -0.21
C  2.5006  1.9540  -4.5834  -0.21
O  3.5962  1.1308  -5.0295  -0.23
C  4.3801  1.7853  -6.0418  -0.07
H  -2.2086  -0.5101  -7.1963  0.10
H  -1.1997  -1.7783  -6.3830  0.07
H  -0.4778  -0.3125  -7.1588  0.09
H  -2.2602  1.6647  -4.4745  0.13
H  -2.7468  1.3382  -6.2106  0.13
H  -1.6673  3.2573  -5.9227  0.12
H  -0.6862  2.3059  -6.9628  0.11
H  -0.0667  2.0936  -4.2685  0.06
H  1.7846  2.6879  -6.4826  0.12
H  1.3573  1.1547  -6.0362  0.09
H  2.0833  1.3539  -3.7167  0.12
H  2.9086  2.8872  -4.2019  0.13
H  3.7379  1.9758  -6.9132  0.09
H  5.2592  1.2239  -6.1819  0.07
H  4.6637  2.7169  -5.5866  0.08

Properties
- Frontier orbital gap: 9.05 eV
- Highest occupied orbital energy: -8.83 eV